1.
C30H42BrFN6O5S | ωB97M-V with the def2-TZVPD basis set

Each line ends with the Mulliken charge.
Geometry (Å):
1 C 4.720 0.492 -1.094  -1.028
2 C 3.948 1.161 -0.207  -0.207
3 C 3.190 0.417 0.860  -1.095
4 C 1.684 0.763 0.910  0.770
5 F 1.382 1.415 2.083  -0.436
6 O 1.471 1.769 -0.095  -0.322
7 S 0.053 2.518 -0.092  1.686
8 O 0.054 3.598 0.837  -0.752
9 O -0.233 2.855 -1.454  -0.737
10 C -1.043 1.199 0.429  -0.301
11 C -2.492 1.578 0.152  -0.915
12 O -2.846 2.666 1.027  -0.318
13 C -3.416 3.736 0.371  0.657
14 C -4.861 3.592 -0.042  -1.095
15 O -2.779 4.729 0.179  -0.483
16 C -0.509 -0.160 -0.160  1.785
17 C -1.584 -1.251 -0.057  -1.695
18 C -1.285 -2.511 -0.898  -2.020
19 C -0.193 -0.042 -1.674  -0.074
20 C -1.255 0.201 -2.545  -0.424
21 C -1.001 0.297 -3.897  -1.071
22 C 0.308 0.142 -4.328  -0.742
23 N 1.343 -0.072 -3.531  -0.628
24 C 1.076 -0.165 -2.223  0.226
25 C 0.781 -0.481 0.679  0.213
26 C 0.515 -1.327 1.978  -1.106
27 Br 1.851 -1.070 3.416  -0.174
28 C 0.506 -2.851 1.727  -0.216
29 C -0.776 -3.527 2.266  -1.484
30 H 4.650 0.690 -2.159  0.288
31 H 5.414 -0.258 -0.723  0.307
32 H 3.911 2.245 -0.205  0.318
33 H 3.353 -0.653 0.790  0.300
34 H 3.554 0.733 1.846  0.601
35 H -0.933 1.114 1.513  0.667
36 H -3.170 0.760 0.385  0.183
37 H -2.604 1.918 -0.878  0.641
38 H -5.399 4.420 0.416  0.391
39 H -4.913 3.671 -1.125  0.285
40 H -5.282 2.656 0.316  0.336
41 H -1.842 -1.512 0.969  0.570
42 H -2.529 -0.890 -0.458  0.738
43 H -1.773 -2.415 -1.869  0.708
44 H -1.727 -3.378 -0.412  -0.032
45 H -0.228 -2.643 -1.111  0.262
46 H -2.269 0.284 -2.181  0.444
47 H -1.783 0.484 -4.618  0.484
48 H 0.517 0.197 -5.391  0.452
49 H 1.943 -0.322 -1.598  0.415
50 H 1.375 -1.151 0.061  0.677
51 H -0.424 -1.018 2.427  0.733
52 H 1.327 -3.316 2.263  1.046
53 H 0.684 -3.087 0.682  0.011
54 H -1.251 -4.169 1.528  0.200
55 H -1.483 -2.772 2.612  0.433
56 H -0.563 -4.149 3.131  0.301
57 C -4.905 -3.643 -0.968  -0.822
58 C -5.231 -2.227 -0.896  0.533
59 N -5.450 -1.103 -0.823  -0.445
60 H -3.996 -3.803 -1.547  0.178
61 H -4.740 -4.055 0.026  0.265
62 H -5.704 -4.218 -1.432  0.349
63 C 1.344 -4.699 6.038  -0.956
64 C 1.450 -5.091 4.642  0.526
65 N 1.524 -5.376 3.533  -0.434
66 H 0.506 -4.018 6.179  0.274
67 H 1.190 -5.571 6.671  0.346
68 H 2.253 -4.195 6.361  0.283
69 C -0.886 6.893 -1.015  -0.460
70 C -1.358 8.266 -0.916  0.174
71 N -1.731 9.348 -0.839  -0.397
72 H 0.018 6.840 -1.620  0.359
73 H -0.662 6.482 -0.033  0.192
74 H -1.638 6.254 -1.469  0.162
75 C 5.432 3.835 2.173  -0.834
76 C 6.228 2.627 2.010  0.485
77 N 6.847 1.671 1.878  -0.453
78 H 6.050 4.656 2.533  0.345
79 H 4.988 4.134 1.224  0.250
80 H 4.628 3.671 2.889  0.265
81 C 1.592 -3.915 -4.213  -0.585
82 C 0.151 -4.086 -4.316  0.445
83 N -0.991 -4.198 -4.347  -0.466
84 H 1.819 -2.990 -3.682  0.045
85 H 2.050 -4.741 -3.672  0.299
86 H 2.056 -3.860 -5.196  0.305

As for the total charge: 0. As for the HOMO energy: -8.68 eV. As for the SMILES: C=CC[C@@]1(F)OS(=O)(=O)[C@@H](COC(C)=O)[C@@](CC)(c2cccnc2)[C@@H]1[C@H](Br)CC.CC#N.CC#N.CC#N.CC#N.CC#N. The gap between HOMO and LUMO is 8.936 eV.

***

2.
C25H48IrP4S | ωB97M-V with the def2-TZVPD basis set

Each line ends with the Löwdin spin population.
Geometry (Å):
1 Ir -0.594 -0.013 -0.108  1.432
2 P -1.958 -0.677 1.625  0.141
3 P 0.352 -2.105 -0.440  0.209
4 P -2.234 -0.315 -1.627  0.214
5 H 1.694 1.421 -0.123  0.026
6 C 0.678 1.811 -0.206  0.228
7 C -0.201 1.938 0.908  0.178
8 H 0.170 1.823 1.932  0.013
9 C -1.452 -0.531 3.367  0.026
10 C -2.438 -2.444 1.519  0.031
11 C -3.477 0.352 1.697  0.024
12 C 1.760 -1.749 -1.535  0.058
13 C 1.104 -3.112 0.901  0.032
14 C -0.596 -3.419 -1.316  0.038
15 C -3.239 1.217 -1.505  0.069
16 C -3.599 -1.531 -1.614  0.035
17 C -1.413 -0.617 -3.265  0.055
18 H 0.530 2.506 -1.041  0.026
19 H -1.099 2.568 0.840  0.019
20 H -1.221 0.507 3.618  0.000
21 H -0.593 -1.167 3.591  0.001
22 H -2.299 -0.854 3.983  0.004
23 H -1.556 -3.095 1.523  0.001
24 H -3.036 -2.660 0.629  0.000
25 H -3.035 -2.672 2.409  0.006
26 H -3.203 1.409 1.588  0.002
27 H -3.928 0.211 2.687  0.005
28 H -4.214 0.081 0.935  0.000
29 H 2.163 -2.699 -1.900  0.010
30 H 2.535 -1.219 -0.973  0.001
31 H 1.457 -1.136 -2.388  0.005
32 H 1.208 -4.148 0.543  0.004
33 H 0.495 -3.137 1.811  0.001
34 H 2.102 -2.751 1.174  0.001
35 H 0.066 -4.295 -1.360  0.006
36 H -0.873 -3.149 -2.339  0.000
37 H -1.495 -3.710 -0.762  0.000
38 H -3.633 1.472 -2.500  0.010
39 H -2.630 2.045 -1.102  0.007
40 H -4.087 1.051 -0.817  0.001
41 H -4.209 -1.327 -2.509  0.007
42 H -4.233 -1.388 -0.728  0.000
43 H -3.225 -2.561 -1.662  0.001
44 H -1.899 0.007 -4.036  0.008
45 H -1.486 -1.683 -3.549  0.001
46 H -0.343 -0.340 -3.203  0.009
47 C -0.368 3.819 -4.272  0.271
48 C 0.304 3.524 -5.486  0.102
49 C 0.337 4.512 -6.479  0.043
50 C -0.159 5.806 -6.225  0.290
51 C -0.547 6.139 -4.914  0.122
52 C -0.568 5.173 -3.912  0.027
53 S -1.061 2.592 -3.235  0.105
54 H -0.001 1.952 -2.612  0.032
55 H 0.770 2.539 -5.636  0.002
56 H 0.748 4.275 -7.461  -0.001
57 H -0.195 6.562 -7.033  0.009
58 H -0.833 7.160 -4.660  0.002
59 H -0.781 5.431 -2.863  -0.001
60 C 1.493 1.160 3.933  0.054
61 P 1.784 0.008 2.498  0.185
62 C 3.214 0.873 1.726  0.019
63 C 2.728 -1.315 3.389  0.227
64 C 4.072 -1.610 3.068  0.056
65 C 4.703 -2.721 3.638  0.083
66 C 4.006 -3.555 4.522  0.265
67 C 2.665 -3.281 4.828  0.039
68 C 2.042 -2.144 4.303  0.103
69 H 0.831 1.992 3.662  0.002
70 H 2.466 1.565 4.235  0.004
71 H 1.028 0.626 4.770  0.000
72 H 4.034 0.967 2.446  0.002
73 H 3.552 0.303 0.850  0.000
74 H 2.884 1.863 1.400  0.001
75 H 4.647 -0.978 2.387  0.000
76 H 5.754 -2.913 3.380  0.001
77 H 4.521 -4.401 4.983  0.010
78 H 2.098 -3.933 5.491  -0.001
79 H 1.017 -1.908 4.609  0.002

As for the total charge: +4. Its multiplicity is 6. For the energy relative to the best compared isomer or geometry (same formula, charge and spin), the calculation gives 2.65 kcal/mol. As for the HOMO energy (alpha / beta): -17.80 / -19.85 eV. The gap between HOMO and LUMO (alpha / beta) is 7.568 / 5.590 eV.

***

3.
C22H31N3O6S | ωB97M-V with the def2-TZVPD basis set

Each line ends with the natural charge from an NBO analysis.
Geometry (Å):
1 C 2.820 1.345 4.420  -0.620
2 H 2.646 2.361 4.075  0.219
3 H 3.602 0.904 3.806  0.215
4 H 3.163 1.382 5.450  0.221
5 C 1.530 0.533 4.330  -0.204
6 N 1.040 0.468 2.965  -0.356
7 C 0.117 1.365 2.572  0.142
8 C -0.423 1.451 1.327  -0.306
9 C 0.001 0.533 0.292  0.508
10 O -0.453 0.494 -0.851  -0.630
11 C 1.055 -0.400 0.725  -0.102
12 C 1.564 -1.299 -0.215  -0.136
13 C 2.509 -2.221 0.149  -0.336
14 C 3.005 -2.252 1.444  -0.158
15 C 2.540 -1.359 2.381  -0.246
16 C 1.547 -0.424 2.047  0.187
17 H 2.953 -1.395 3.376  0.219
18 H 3.768 -2.974 1.688  0.243
19 S 3.099 -3.424 -1.042  2.329
20 O 4.349 -3.942 -0.567  -0.946
21 O 3.035 -2.838 -2.346  -0.933
22 N 2.037 -4.712 -1.057  -0.651
23 C 0.716 -4.451 -1.573  -0.270
24 H 0.358 -5.357 -2.074  0.204
25 C -0.248 -4.039 -0.432  -0.093
26 H -0.654 -3.039 -0.588  0.207
27 O 0.430 -3.981 0.805  -0.528
28 C 1.032 -5.212 1.133  -0.089
29 H 1.492 -5.060 2.111  0.197
30 C 2.081 -5.613 0.067  -0.267
31 H 1.894 -6.629 -0.296  0.202
32 H 3.097 -5.562 0.455  0.241
33 H 0.258 -5.988 1.220  0.167
34 H -1.081 -4.755 -0.359  0.170
35 H 0.828 -3.663 -2.316  0.243
36 H 1.200 -1.247 -1.229  0.260
37 C -1.442 2.533 1.129  0.661
38 O -1.707 3.316 2.030  -0.667
39 N -2.024 2.544 -0.078  -0.603
40 C -2.975 3.552 -0.475  -0.229
41 C -2.378 4.517 -1.502  -0.416
42 C -3.406 5.551 -1.950  -0.056
43 O -4.443 4.886 -2.633  -0.550
44 C -5.612 5.651 -2.861  0.111
45 C -6.698 4.667 -3.284  -0.615
46 H -6.410 4.184 -4.213  0.210
47 H -6.821 3.902 -2.522  0.216
48 H -7.643 5.184 -3.426  0.207
49 C -5.407 6.728 -3.931  -0.638
50 H -5.036 6.269 -4.844  0.211
51 H -6.351 7.222 -4.140  0.212
52 H -4.692 7.477 -3.599  0.208
53 H -5.909 6.140 -1.916  0.157
54 H -2.920 6.291 -2.604  0.168
55 H -3.813 6.082 -1.074  0.161
56 H -2.048 3.952 -2.375  0.207
57 H -1.519 5.031 -1.069  0.211
58 H -3.263 4.095 0.429  0.224
59 H -3.856 3.072 -0.908  0.206
60 H -1.692 1.877 -0.770  0.436
61 H -0.232 2.070 3.316  0.244
62 H 0.758 1.009 4.938  0.217
63 H 1.678 -0.478 4.712  0.208

As for the total charge: 0. For the energy relative to the best compared isomer or geometry (same formula, charge and spin), the calculation gives 48.76 kcal/mol. As for the HOMO energy: -8.65 eV. As for the SMILES: CCn1cc(C(=O)NCCCOC(C)C)c(=O)c2cc(S(=O)(=O)N3CCOCC3)ccc21. The gap between HOMO and LUMO is 8.590 eV.

***

4.
C8H8N2O3 | ωB97M-V with the def2-TZVPD basis set

Each line ends with the natural charge from an NBO analysis.
Geometry (Å):
1 C 1.978 2.232 0.775  -0.175
2 C 1.974 1.556 -0.457  -0.241
3 C 1.007 1.925 1.703  -0.211
4 C 1.078 0.628 -0.747  -0.131
5 C 0.044 0.983 1.335  -0.147
6 C 0.060 0.334 0.129  -0.151
7 C -1.411 -1.054 -1.525  0.077
8 C -0.951 -0.651 -0.167  0.329
9 N -2.626 -1.460 -1.621  -0.590
10 N -0.190 -2.216 0.319  0.481
11 O 0.733 -2.692 -0.327  -0.392
12 O -0.874 -2.825 1.126  -0.370
13 O -1.921 -0.575 0.793  -0.660
14 H 2.794 2.995 1.089  0.220
15 H 2.899 1.808 -1.058  0.222
16 H 0.970 2.262 2.646  0.210
17 H 1.179 0.122 -1.715  0.207
18 H -0.694 0.687 2.075  0.238
19 H -0.576 -1.043 -2.264  0.197
20 H -2.837 -1.751 -2.642  0.366
21 H -2.636 -1.265 0.534  0.521

As for the total charge: 0. For the energy relative to the best compared isomer or geometry (same formula, charge and spin), the calculation gives 95.08 kcal/mol. As for the HOMO energy: -9.38 eV. As for the SMILES: [H]/N=C/[C@](O)(c1ccccc1)[N+](=O)[O-]. The gap between HOMO and LUMO is 9.062 eV.

***

5.
C5H10N | ωB97M-V with the def2-TZVPD basis set

Each line ends with the natural charge from an NBO analysis.
Geometry (Å):
1 C -2.609 -0.030 -0.327  0.016
2 C 1.486 -0.543 0.350  -0.305
3 C 1.163 0.686 0.234  0.556
4 C 0.686 -1.807 0.554  -0.610
5 C 1.008 2.058 0.019  -0.800
6 N -1.366 0.095 -0.593  -0.652
7 H -3.256 -0.223 -1.132  0.165
8 H -3.029 -0.427 0.589  0.191
9 H 2.621 -0.771 0.359  0.353
10 H 1.373 -2.637 0.641  0.245
11 H 0.027 -1.896 -0.321  0.258
12 H 0.077 -1.892 1.439  0.261
13 H 0.495 2.072 -0.981  0.296
14 H 2.045 2.502 -0.040  0.348
15 H 0.552 2.761 0.839  0.321
16 H -1.273 0.052 -1.630  0.357

As for the total charge: +1. For the energy relative to the best compared isomer or geometry (same formula, charge and spin), the calculation gives 91.18 kcal/mol. As for the HOMO energy: -14.61 eV. The gap between HOMO and LUMO is 8.894 eV.

***

6.
C21H69N21O12 | ωB97M-V with the def2-TZVPD basis set

Each line ends with the Mulliken charge.
Geometry (Å):
1 C -0.017 -0.464 0.304  0.137
2 O 0.503 0.519 -0.210  -0.474
3 N -0.678 -1.425 -0.393  0.896
4 N 0.127 -0.896 1.568  0.878
5 H -0.780 -1.248 -1.380  -0.078
6 H -0.594 -2.363 -0.044  -0.276
7 H 0.728 -0.377 2.189  -0.130
8 H -0.186 -1.774 1.922  -0.433
9 C 2.001 0.562 5.552  0.469
10 O 3.096 1.123 5.584  -0.693
11 N 1.639 -0.338 4.584  -0.180
12 N 0.900 1.042 6.193  -0.311
13 H 2.423 -0.798 4.143  0.140
14 H 0.776 -0.863 4.627  0.175
15 H 1.055 1.592 7.020  0.215
16 H 0.003 0.621 6.016  0.206
17 C -0.776 -3.079 -3.348  0.546
18 O 0.293 -2.819 -3.903  -0.673
19 N -0.949 -4.018 -2.412  -0.188
20 N -1.947 -2.466 -3.678  -0.321
21 H -0.154 -4.474 -1.985  0.108
22 H -1.873 -4.387 -2.280  0.161
23 H -2.785 -2.723 -3.182  0.309
24 H -1.867 -1.694 -4.314  0.181
25 C -2.420 -5.257 1.061  0.246
26 O -2.058 -4.140 1.503  -0.443
27 N -3.675 -5.723 1.167  -0.390
28 N -1.559 -5.938 0.296  -0.204
29 H -4.333 -5.335 1.818  0.238
30 H -3.930 -6.596 0.742  0.165
31 H -1.744 -6.917 0.147  0.245
32 H -0.600 -5.607 0.143  0.139
33 C 1.638 -4.461 0.629  0.762
34 O 1.081 -5.123 -0.276  -0.839
35 N 0.993 -3.853 1.632  0.067
36 N 2.978 -4.315 0.656  -0.407
37 H -0.011 -3.960 1.729  -0.397
38 H 1.485 -3.543 2.451  0.237
39 H 3.384 -3.571 1.196  0.132
40 H 3.598 -4.794 0.030  0.251
41 C -4.540 -2.363 -0.567  0.313
42 O -3.938 -2.696 -1.593  -0.668
43 N -5.832 -2.710 -0.302  -0.383
44 N -3.926 -1.812 0.495  0.120
45 H -6.365 -3.244 -0.964  0.241
46 H -6.048 -2.810 0.672  0.214
47 H -2.934 -1.862 0.660  -0.356
48 H -4.409 -1.306 1.220  0.257
49 C -1.378 -2.212 4.295  0.367
50 O -1.076 -1.252 5.027  -0.788
51 N -2.221 -2.145 3.282  -0.140
52 N -0.724 -3.406 4.442  -0.268
53 H -2.638 -1.276 2.996  0.092
54 H -2.215 -2.885 2.573  0.372
55 H -1.156 -4.288 4.216  0.211
56 H -0.232 -3.415 5.325  0.259
57 C 0.538 3.128 2.671  0.364
58 O -0.626 3.493 2.452  -0.725
59 N 0.999 1.921 2.237  0.238
60 N 1.525 3.949 3.123  -0.356
61 H 1.985 1.763 2.319  -0.001
62 H 0.376 1.334 1.700  -0.325
63 H 2.332 3.356 3.120  0.193
64 H 1.433 4.886 3.457  0.172
65 C -1.034 4.083 -1.847  0.619
66 O -1.081 5.301 -2.011  -0.751
67 N -0.866 3.206 -2.866  -0.325
68 N -1.241 3.472 -0.644  0.149
69 H -1.107 3.639 -3.742  0.239
70 H -0.952 2.217 -2.713  0.162
71 H -1.532 3.946 0.189  0.139
72 H -0.917 2.519 -0.688  -0.354
73 C 4.977 -0.454 -0.099  -1.617
74 C 4.780 -0.009 -1.572  0.376
75 C 3.293 -0.284 -1.921  0.363
76 O 3.012 0.171 -3.245  -0.336
77 C 3.603 -0.611 -4.266  -0.806
78 N 5.227 1.369 -1.727  -0.608
79 H 6.012 -0.223 0.165  0.420
80 H 4.990 -1.545 -0.039  0.398
81 H 4.289 0.056 0.575  0.171
82 H 5.440 -0.705 -2.092  0.457
83 H 2.660 0.219 -1.195  -0.754
84 H 3.228 -1.376 -2.014  0.597
85 H 3.280 -1.655 -4.227  0.251
86 H 4.695 -0.629 -4.179  0.347
87 H 3.355 -0.075 -5.178  0.295
88 H 4.828 2.058 -1.099  -0.064
89 H 4.823 1.688 -2.606  0.388
90 C -4.032 1.870 -3.172  -1.227
91 C -3.990 1.807 -1.634  0.616
92 C -5.383 1.578 -0.988  -0.995
93 O -5.289 1.112 0.335  -0.275
94 C -6.452 0.533 0.811  -0.920
95 N -3.017 0.744 -1.203  0.410
96 H -4.867 2.436 -3.586  0.398
97 H -4.042 0.835 -3.525  0.405
98 H -3.146 2.382 -3.539  0.180
99 H -3.525 2.745 -1.326  0.087
100 H -5.889 0.832 -1.620  0.368
101 H -6.004 2.478 -1.054  0.452
102 H -6.436 0.346 1.885  0.240
103 H -6.588 -0.416 0.273  0.356
104 H -7.364 1.090 0.563  0.374
105 H -2.994 0.173 -2.044  -0.109
106 H -3.536 0.212 -0.519  -0.164
107 C 2.409 3.549 -0.663  -0.437
108 C 3.642 4.324 -0.238  0.331
109 C 4.196 5.212 -1.351  -1.193
110 O 4.890 4.338 -2.251  -0.160
111 C 5.138 4.938 -3.498  -0.877
112 N 3.409 5.107 0.985  -0.757
113 H 2.004 3.029 0.201  -0.355
114 H 2.452 2.922 -1.553  0.513
115 H 1.726 4.361 -0.950  0.365
116 H 4.353 3.575 0.137  0.392
117 H 4.899 5.942 -0.940  0.400
118 H 3.439 5.757 -1.922  0.438
119 H 5.866 4.377 -4.082  0.223
120 H 5.613 5.893 -3.231  0.346
121 H 4.237 5.123 -4.092  0.337
122 H 3.220 4.471 1.744  0.255
123 H 2.605 5.677 0.732  0.362

As for the total charge: 0. For the energy relative to the best compared isomer or geometry (same formula, charge and spin), the calculation gives 41.98 kcal/mol. As for the HOMO energy: -8.28 eV. As for the SMILES: COC[C@H](C)N.COC[C@H](C)N.COC[C@H](C)N.NC(N)=O.NC(N)=O.NC(N)=O.NC(N)=O.NC(N)=O.NC(N)=O.NC(N)=O.NC(N)=O.NC(N)=O. The gap between HOMO and LUMO is 7.737 eV.